1.
C17H19FeN2O3SSb | wB97M-V/def2-TZVPD

```
44
C17H19FeN2O3SSb | OMol25 | wB97M-V/def2-TZVPD
Sb 0.60844 2.32754 -2.27245
Fe -2.11606 -1.65681 -0.30364
S 0.85062 2.47965 1.44839
O 0.62025 3.30237 2.58804
O -1.47757 -0.28885 0.81941
O 1.52131 3.07105 0.30191
N -0.54536 1.77343 0.93559
N -0.10144 -0.40097 -2.23155
C 0.67855 4.46188 -2.30468
C 0.06264 1.98145 -4.30117
C -4.20485 -2.76970 0.59288
C 2.57984 1.56769 -2.24846
C -2.71891 -2.34307 2.44618
C -2.12632 -3.99869 0.79145
C 0.84465 -0.05999 1.50243
C 3.38104 -0.56560 2.44959
C -1.83373 -3.29993 1.96025
C 2.96343 0.75634 2.33580
C -3.89178 -2.06141 1.75515
C -0.47511 0.48098 1.05375
C 1.27488 -1.37116 1.57414
C 1.69140 0.97385 1.85221
C -3.32941 -3.75309 0.11781
C -0.88025 -1.16758 -1.85697
C 2.55560 -1.61580 2.05689
H 0.63830 -2.17550 1.23723
H 1.41232 4.73549 -3.06406
H 0.97432 4.81606 -1.32283
H 2.51857 0.49644 -2.41878
H -0.30665 4.83349 -2.57527
H 0.31695 0.95670 -4.55770
H -1.00183 2.15402 -4.45091
H -5.14430 -2.59091 0.08631
H -2.48556 -1.80468 3.35466
H -0.92319 -3.51547 2.50240
H 0.63850 2.69265 -4.89784
H -4.57482 -1.31055 2.13013
H 4.36826 -0.77891 2.83854
H -1.46231 -4.77802 0.44212
H 3.04431 1.79660 -1.29369
H -3.60129 -4.35267 -0.74153
H 3.61588 1.57594 2.60795
H 2.92399 -2.63145 2.12361
H 3.11668 2.05713 -3.06329
```

Calculated values
Charge   +1
DFT total energy   -2896.27280 Ha
HOMO level (alpha / beta)   -11.607 / -12.325 eV
Energy above the lowest of the compared OMol25 structures with the same formula, charge and spin   2.32 kJ/mol
E_LUMO (alpha / beta)   -3.0 / -4.9 eV
⟨S²⟩   8.77
Maximum force   0.519 eV Å⁻¹
2S+1   6


2.
C4H8NO2 | wB97M-V/def2-TZVPD

```
15
C4H8NO2 | OMol25 | wB97M-V/def2-TZVPD
O 1.41329 2.41772 1.25961
O -2.12009 -1.92238 0.07781
N -0.49728 -0.36877 -1.61686
C 1.30931 1.43553 0.35259
C 0.08831 0.52869 0.62199
C -1.00506 -1.62216 0.44092
C -0.06648 -0.71048 -0.28125
H -0.80913 1.14740 0.45227
H -0.57604 -2.00675 1.38810
H -0.89585 0.56081 -1.64668
H 0.91351 -1.20627 -0.33547
H -1.12629 -1.05812 -2.00003
H 1.13938 1.80772 -0.68877
H 0.02611 0.23824 1.68196
H 2.20630 0.75884 0.29380
```

Calculated values
Charge   -1
DFT total energy   -362.42559 Ha
HOMO level   -2.471 eV
Energy above the lowest of the compared OMol25 structures with the same formula, charge and spin   258.97 kJ/mol
E_LUMO   3.7 eV
Maximum force   0.772 eV Å⁻¹
2S+1   1


Repeat the first record exactly.
C17H19FeN2O3SSb | wB97M-V/def2-TZVPD

```
44
C17H19FeN2O3SSb | OMol25 | wB97M-V/def2-TZVPD
Sb 0.60844 2.32754 -2.27245
Fe -2.11606 -1.65681 -0.30364
S 0.85062 2.47965 1.44839
O 0.62025 3.30237 2.58804
O -1.47757 -0.28885 0.81941
O 1.52131 3.07105 0.30191
N -0.54536 1.77343 0.93559
N -0.10144 -0.40097 -2.23155
C 0.67855 4.46188 -2.30468
C 0.06264 1.98145 -4.30117
C -4.20485 -2.76970 0.59288
C 2.57984 1.56769 -2.24846
C -2.71891 -2.34307 2.44618
C -2.12632 -3.99869 0.79145
C 0.84465 -0.05999 1.50243
C 3.38104 -0.56560 2.44959
C -1.83373 -3.29993 1.96025
C 2.96343 0.75634 2.33580
C -3.89178 -2.06141 1.75515
C -0.47511 0.48098 1.05375
C 1.27488 -1.37116 1.57414
C 1.69140 0.97385 1.85221
C -3.32941 -3.75309 0.11781
C -0.88025 -1.16758 -1.85697
C 2.55560 -1.61580 2.05689
H 0.63830 -2.17550 1.23723
H 1.41232 4.73549 -3.06406
H 0.97432 4.81606 -1.32283
H 2.51857 0.49644 -2.41878
H -0.30665 4.83349 -2.57527
H 0.31695 0.95670 -4.55770
H -1.00183 2.15402 -4.45091
H -5.14430 -2.59091 0.08631
H -2.48556 -1.80468 3.35466
H -0.92319 -3.51547 2.50240
H 0.63850 2.69265 -4.89784
H -4.57482 -1.31055 2.13013
H 4.36826 -0.77891 2.83854
H -1.46231 -4.77802 0.44212
H 3.04431 1.79660 -1.29369
H -3.60129 -4.35267 -0.74153
H 3.61588 1.57594 2.60795
H 2.92399 -2.63145 2.12361
H 3.11668 2.05713 -3.06329
```

Calculated values
Charge   +1
DFT total energy   -2896.27280 Ha
HOMO level (alpha / beta)   -11.607 / -12.325 eV
Energy above the lowest of the compared OMol25 structures with the same formula, charge and spin   2.32 kJ/mol
E_LUMO (alpha / beta)   -3.0 / -4.9 eV
⟨S²⟩   8.77
Maximum force   0.519 eV Å⁻¹
2S+1   6